Record 1
Molecular formula: C25H40BClNbO25
Method: DFT, ωB97M-V/def2-TZVPD

Calculated values
frontier orbital gap	6.621	eV
electronic energy	-3399.61644	hartree
HOMO level	-0.1710	Eh
charge	-1

```
93
Properties=species:S:1:pos:R:3:mulliken_charge:R:1
O -0.4455 6.3719 0.6328 -0.73
C -0.0141 5.3700 0.0866 0.78
Cl 1.7765 5.1987 0.0372 -0.21
C -0.7366 4.2849 -0.5278 -1.15
Nb -0.7677 2.1789 0.4212 -0.87
C 0.2971 2.7967 2.3294 -0.41
C 0.0021 2.0496 3.6323 -0.58
O 0.2341 0.6377 3.5145 -0.42
B 1.1473 1.2730 -0.6872 0.16
O 2.3768 1.9434 -0.7633 -0.43
O 1.1134 0.0502 -1.3363 -0.13
H -0.4134 4.1726 -1.5706 0.53
H -1.7985 4.5856 -0.5153 0.28
H -2.3974 2.3763 1.2653 0.10
H -1.6468 1.6138 -1.1109 0.11
H -0.9129 0.4535 0.9558 0.23
H 1.3908 2.7556 2.1870 0.12
H 0.0654 3.8530 2.5557 0.39
H 0.6634 2.4281 4.4326 0.25
H -1.0381 2.2440 3.9276 0.29
H -0.2830 0.2000 4.1978 0.26
H 2.8071 1.9936 0.0966 0.25
H 1.9964 -0.3421 -1.3793 0.19
C 4.8391 7.1674 4.2413 -0.33
C 3.5505 7.5256 3.5211 -0.32
O 3.1184 6.2613 3.0264 -0.20
C 3.6616 5.2835 3.7855 0.57
O 3.3871 4.1344 3.7398 -0.44
O 4.5982 5.8147 4.6256 -0.36
H 5.0342 7.7723 5.1228 0.29
H 5.7062 7.1974 3.5784 0.25
H 2.7901 7.9156 4.2002 0.25
H 3.6826 8.2145 2.6917 0.29
C -0.8595 -1.3640 -3.7217 0.08
C -1.4398 -1.6670 -2.3583 0.40
O -2.6538 -0.8996 -2.3721 -0.35
C -3.0273 -0.6836 -3.6330 0.59
O -4.0676 -0.2310 -3.9939 -0.61
O -2.0440 -1.0739 -4.4958 -0.33
H -0.3250 -2.1999 -4.1664 0.18
H -0.2178 -0.4835 -3.6993 0.13
H -1.7181 -2.7156 -2.2367 -0.05
H -0.7854 -1.3558 -1.5494 -0.16
C -0.9272 -3.6224 2.0583 -0.38
C 0.4343 -3.4282 2.7023 -0.04
O 1.3157 -3.5647 1.5762 -0.34
C 0.6229 -3.2656 0.4561 0.66
O 1.1113 -3.1166 -0.6191 -0.54
O -0.6910 -3.1660 0.7239 -0.29
H -1.7159 -3.0307 2.5128 0.31
H -1.2302 -4.6708 2.0191 0.26
H 0.5547 -2.4304 3.1244 0.16
H 0.6780 -4.1714 3.4545 0.18
C -3.3038 6.1999 2.0059 0.18
C -4.4722 6.8964 1.3247 -0.41
O -4.9264 5.9018 0.4080 -0.37
C -4.5258 4.6752 0.8584 0.63
O -4.8291 3.6414 0.3748 -0.48
O -3.6870 4.8279 1.9102 -0.25
H -3.1814 6.4736 3.0508 0.29
H -2.3586 6.3377 1.4763 -0.07
H -5.2808 7.1285 2.0226 0.26
H -4.1919 7.7947 0.7810 0.31
C -0.4809 -2.9099 -8.5059 -0.39
C -1.2843 -2.8939 -7.2164 -0.22
O -0.4375 -3.6502 -6.3357 -0.18
C 0.8359 -3.5878 -6.7941 0.61
O 1.7852 -3.9770 -6.2016 -0.53
O 0.8623 -3.0293 -8.0249 -0.37
H -0.5827 -2.0043 -9.0962 0.32
H -0.7039 -3.7785 -9.1283 0.24
H -1.4147 -1.8928 -6.8065 0.20
H -2.2550 -3.3746 -7.2965 0.35
C 4.5937 -4.2165 4.3966 -0.32
C 4.6718 -5.2270 5.5292 -0.31
O 3.6610 -4.7528 6.4248 -0.35
C 2.7661 -4.0204 5.7168 0.65
O 1.7205 -3.6458 6.1312 -0.50
O 3.2299 -3.7953 4.4692 -0.26
H 4.7958 -4.6316 3.4140 0.30
H 5.2342 -3.3501 4.5661 0.25
H 4.4061 -6.2346 5.2055 0.26
H 5.6318 -5.2484 6.0362 0.29
C -2.2514 -5.2424 -3.6354 0.02
C -2.0214 -6.3168 -4.6819 -0.09
O -2.0150 -7.5132 -3.8957 -0.38
C -2.7054 -7.2775 -2.7541 0.57
O -3.0228 -8.1149 -1.9752 -0.54
O -2.9833 -5.9626 -2.6337 -0.38
H -2.8325 -4.3999 -4.0003 0.23
H -1.3190 -4.8775 -3.2030 0.12
H -2.8439 -6.3774 -5.3978 0.26
H -1.0822 -6.2090 -5.2157 0.17
```

=====

Record 2
Molecular formula: C25H40BO4Ru
Method: DFT, ωB97M-V/def2-TZVPD

Calculated values
2S+1	5
frontier orbital gap (alpha / beta)	7.591 / 6.824	eV
electronic energy	-1396.92386	hartree
HOMO level (alpha / beta)	-0.3829 / -0.4416	Eh
charge	+1

```
71
Properties=species:S:1:pos:R:3:mulliken_charge:R:1
O 3.3744 -3.0889 -0.9290 -0.54
C 2.1068 -3.8404 -0.9321 0.38
C 2.7124 -5.0153 -0.1607 -0.86
H 1.8166 -4.0187 -1.9730 0.39
H 1.2926 -3.3434 -0.3942 -0.58
C 4.0593 -4.2072 -0.2873 1.53
H 2.6739 -5.9829 -0.6418 0.34
H 2.3447 -5.0622 0.8749 0.28
C 5.1149 -4.7022 -1.2624 -1.71
H 4.7524 -4.7670 -2.2869 0.37
H 5.5535 -5.6674 -1.0275 0.37
H 5.9457 -3.9893 -1.2921 0.39
C 4.6865 -3.8116 1.0392 -1.35
H 4.1181 -3.0156 1.5382 0.17
H 5.7028 -3.4472 0.8670 0.37
H 4.7611 -4.6442 1.7629 0.37
Ru -0.8299 0.1136 0.2747 0.78
C -1.8304 -1.0687 1.9031 -0.73
C -2.9904 -0.8104 1.1115 0.12
C -2.7085 -1.1822 -0.2259 -1.27
H -3.9372 -0.4479 1.4879 0.40
C -1.4790 -1.9282 -0.2349 -0.26
C -0.9377 -1.8829 1.1137 -0.64
H -0.0793 -2.4536 1.4738 0.62
H -1.6853 -0.7968 2.9540 0.59
H -3.3186 -0.9891 -1.0913 0.53
H -1.0638 -2.5187 -1.0533 0.63
C 0.2930 1.0505 1.9924 -0.08
C 0.9747 -0.0585 2.5697 -1.17
C 1.8542 -0.6083 1.6088 -0.19
H 0.8420 -0.3867 3.5952 0.51
C 1.7471 0.1161 0.4133 -0.39
C 0.8740 1.2525 0.6282 -1.19
H 0.8943 2.2178 0.1144 0.75
H -0.3062 1.7897 2.5347 0.52
H 2.5722 -1.4023 1.7847 0.46
H 2.2935 -0.0971 -0.4822 0.58
O 0.5236 0.3321 -2.5079 -0.14
C 1.9666 0.1315 -2.6322 0.57
C 2.3755 -0.1645 -4.0721 -0.65
H 2.2417 -0.7046 -1.9818 -0.42
H 2.4938 1.0516 -2.2968 0.35
C 1.2048 0.3579 -4.9121 -0.51
H 2.5921 -1.2283 -4.2502 0.22
H 3.2862 0.3740 -4.3308 0.35
C 0.1616 0.8418 -3.8621 -0.62
H 0.8159 -0.4311 -5.5680 0.25
H 1.5158 1.1876 -5.5659 0.27
H -0.8605 0.5050 -4.1185 0.35
H 0.1776 1.9608 -3.8818 0.30
C -2.3598 3.3883 3.1842 -2.11
C -3.2817 2.9105 2.0744 1.42
C -4.6624 2.7315 2.6481 -1.82
O -2.8429 1.6087 1.6992 -0.05
B -2.0727 1.7183 0.5387 0.36
O -2.2214 2.9489 -0.0849 -0.42
C -3.1452 3.7149 0.7253 1.70
C -4.4721 3.8272 -0.0208 -1.95
C -2.5494 5.0996 0.8816 -1.80
H -1.3239 3.5127 2.8478 0.43
H -2.3679 2.6481 3.9880 0.48
H -2.7001 4.3394 3.6041 0.44
H -4.6119 2.0700 3.5189 0.46
H -5.0697 3.6875 2.9832 0.39
H -5.3615 2.2938 1.9319 0.35
H -5.1845 4.4806 0.5044 0.38
H -4.3230 4.2642 -1.0209 0.47
H -4.9555 2.8486 -0.1449 0.29
H -1.5494 5.0473 1.3285 0.33
H -2.4615 5.6012 -0.0934 0.44
H -3.1728 5.7395 1.5186 0.35
```

=====

Record 3
Molecular formula: C25H40BrClNO13PS
Method: DFT, ωB97M-V/def2-TZVPD

Calculated values
frontier orbital gap	8.422	eV
electronic energy	-5783.14917	hartree
HOMO level	-0.3304	Eh
structure (SMILES)	O=CCN1c2ccc(Br)cc2Sc2c(CC(=O)Cl)cc(P(=O)(O)O)c(CCC(=O)O)c21.CO.CO.CO.CO.CO.CO

```
83
Properties=species:S:1:pos:R:3:mulliken_charge:R:1
O -1.2764 4.7641 2.5988 -0.51
C -1.5891 3.6084 2.4604 0.03
C -0.4432 2.5304 2.3715 -0.32
N -0.8541 1.4200 1.4680 0.72
C -1.3238 1.8849 0.1779 -0.55
C -2.7482 1.8986 -0.2007 -0.29
C -3.2080 2.3758 -1.5106 -0.53
C -2.2764 2.8654 -2.5279 -0.10
Br -2.7978 3.4726 -4.2945 -0.20
C -0.8480 2.8664 -2.1630 -0.45
C -0.3974 2.3930 -0.8678 0.79
S 1.3765 2.3381 -0.4078 -0.24
C 1.4311 0.7448 0.4982 1.33
C 2.5620 -0.1648 0.3496 0.04
C 3.8111 0.1720 -0.5492 -0.57
C 3.4119 0.4057 -2.0404 0.39
O 3.6875 1.4079 -2.6176 -0.37
Cl 2.5186 -0.9184 -2.8814 -0.20
C 2.4921 -1.4334 1.0849 -1.29
C 1.3291 -1.7338 1.9456 0.10
P 1.4105 -3.3688 2.8296 1.00
O 1.8965 -3.2339 4.2308 -0.70
O 2.5767 -4.2927 2.0454 -0.55
O -0.0001 -4.2397 2.7140 -0.53
C 0.1928 -0.7930 2.0976 -0.46
C -0.9813 -1.1619 3.0444 -0.93
C -2.4082 -1.1087 2.3739 0.76
C -3.4528 -0.7444 3.4987 -0.02
O -3.8805 0.3697 3.6388 -0.43
O -3.8790 -1.7752 4.3616 -0.49
C 0.2438 0.4707 1.3428 -0.81
H -2.6479 3.2256 2.3968 0.35
H -0.2661 2.0777 3.3929 0.44
H 0.5116 3.0414 2.0859 0.27
H -3.4915 1.5243 0.5394 0.47
H -4.2897 2.3518 -1.8005 0.39
H -0.1152 3.2380 -2.9125 0.40
H 4.3686 1.0452 -0.1084 0.36
H 4.4832 -0.7339 -0.5119 0.08
H 3.3243 -2.1618 0.9658 0.59
H 2.2063 -4.6604 1.2185 0.33
H -0.3450 -4.1578 1.8000 0.36
H -0.9656 -0.4066 3.8874 0.31
H -0.8724 -2.1605 3.5423 0.58
H -2.6948 -2.0600 1.8401 0.43
H -2.5161 -0.2973 1.6040 -0.46
H -3.4387 -1.6634 5.2252 0.36
C -4.4727 -0.0827 -5.9100 -0.54
O -4.2239 0.6358 -4.7095 -0.36
H -5.1711 -0.8904 -5.6947 0.22
H -4.9112 0.5826 -6.6584 0.23
H -3.5396 -0.5054 -6.2911 0.24
H -3.6031 1.3462 -4.9230 0.23
C -7.2270 -1.1263 2.5429 -0.54
O -6.3075 -0.7781 1.5151 -0.52
H -8.2120 -1.2589 2.0982 0.26
H -6.9174 -2.0601 3.0190 0.23
H -7.2718 -0.3279 3.2877 0.25
H -5.4454 -0.6660 1.9312 0.30
C -0.0013 2.0904 -7.3803 -0.46
O -1.4049 2.3244 -7.3868 -0.46
H 0.1741 1.0223 -7.4953 0.23
H 0.4689 2.6243 -8.2096 0.25
H 0.4277 2.4261 -6.4325 0.18
H -1.5353 3.2733 -7.2841 0.27
C 5.5307 4.2798 -4.7228 -0.51
O 4.9900 3.0481 -5.1782 -0.49
H 6.1284 4.7148 -5.5224 0.23
H 4.7223 4.9684 -4.4621 0.24
H 6.1672 4.1076 -3.8505 0.23
H 4.4664 2.6817 -4.4563 0.34
C 0.7857 -5.7154 6.4094 -0.43
O 1.2925 -4.5231 6.9855 -0.54
H 0.2336 -6.2643 7.1717 0.27
H 0.1133 -5.4726 5.5815 0.12
H 1.6110 -6.3343 6.0464 0.22
H 1.7766 -4.0556 6.2907 0.38
C 7.0656 -1.2671 1.1062 -0.60
O 6.1337 -1.9087 0.2400 -0.46
H 6.7521 -0.2345 1.2522 0.24
H 7.0871 -1.7771 2.0717 0.27
H 8.0608 -1.2813 0.6566 0.28
H 6.4297 -2.8186 0.1249 0.28
```

=====

> Number 1 is which compound?

C25H40BClNbO25

=====

> electronic energy of number 1 (C25H40BClNbO25)?

-3399.61644 hartree

=====

> Number 3 is which compound?

C25H40BrClNO13PS